1.
DFT (ωB97M-V with the def2-TZVPD basis set) results for a cluster of 3 separate species, C11H26N3O9P2S in total.

As for the multiplicity: 1. As for the LUMO energy: -5.06 eV. As for the HOMO energy: -0.409 Ha. As for the net charge: +1.

```
52
C11H26N3O9P2S | OMol25 | ωB97M-V with the def2-TZVPD basis set
N 5.98 0.27 -4.40
C 5.49 1.38 -5.07
C 4.64 1.06 -6.47
N 3.17 1.11 -6.05
C 2.40 -0.17 -6.29
C 0.89 0.15 -5.73
N 0.97 1.59 -5.22
S -0.43 2.34 -4.48
C 2.35 2.22 -5.42
O 2.85 3.57 -5.09
H 6.45 0.65 -3.54
H 5.63 2.46 -4.64
H 4.91 1.81 -7.33
H 4.87 -0.06 -6.79
H 2.78 -1.17 -6.77
H -0.07 -0.54 -5.72
H -1.21 1.27 -3.98
H 3.11 3.65 -4.13
C -3.38 1.84 0.78
O -2.29 2.53 0.19
P -0.87 1.69 -0.31
O -1.67 0.95 -1.38
O -0.88 0.78 1.07
C -0.61 1.41 2.31
O 0.56 0.85 -0.81
C 1.77 1.50 -0.46
H -4.31 2.23 0.36
H -3.34 0.76 0.63
H -3.38 2.06 1.85
H -1.42 1.14 3.01
H -0.56 2.49 2.22
H 0.33 1.02 2.71
H 1.84 1.61 0.62
H 1.80 2.49 -0.94
H 2.61 0.90 -0.81
C -0.68 -2.40 6.94
O -0.65 -2.86 5.60
P -1.83 -2.33 4.45
O -1.28 -0.90 4.53
O -3.04 -2.48 5.57
C -3.41 -3.77 6.01
O -3.01 -1.79 3.30
C -3.53 -2.83 2.49
H 0.34 -2.17 7.25
H -1.30 -1.51 7.08
H -1.05 -3.21 7.58
H -3.40 -3.77 7.11
H -2.72 -4.54 5.65
H -4.42 -3.99 5.68
H -4.01 -3.59 3.10
H -2.71 -3.28 1.92
H -4.26 -2.40 1.79
```

2.
DFT (ωB97M-V with the def2-TZVPD basis set) results for a structure of composition C11H26N3OP2W.

As for the multiplicity: 3. As for the LUMO energy (alpha / beta): -2.50 / -3.54 eV. The value obtained for the relative energy (zero: lowest compared OMol25 entry of this formula, charge and spin) is 0.0 kcal per mole. As for the HOMO energy (alpha / beta): -0.389 / -0.367 Ha. As for the net charge: +1. The expectation value of S² is 2.011.

```
44
C11H26N3OP2W | OMol25 | ωB97M-V with the def2-TZVPD basis set
C 0.69 0.02 -4.26
C -0.51 -0.78 -4.37
C -0.28 -2.05 -3.74
C 1.10 -2.13 -3.38
C 1.72 -0.83 -3.60
W 0.25 -0.09 -2.08
P -0.13 2.31 -1.98
H 0.93 0.94 -4.79
H -1.44 -0.47 -4.86
H -1.00 -2.87 -3.67
H 2.79 -0.64 -3.62
H 1.63 -3.01 -3.02
H -1.32 2.82 -1.42
H -0.35 2.95 -3.23
H 0.65 3.39 -1.45
C 1.47 -2.03 1.52
N 1.25 -0.59 1.25
C 2.08 -0.11 0.10
P -0.31 -0.05 1.14
O -1.05 -0.24 -0.16
N -1.25 -0.91 2.20
C -2.56 -1.32 1.68
C -1.13 -0.82 3.66
N -0.18 1.59 1.42
C -1.45 2.35 1.39
C 0.82 2.11 2.35
H 2.48 -2.11 1.94
H 1.41 -2.63 0.60
H 0.75 -2.41 2.26
H 1.80 -0.54 -0.93
H 2.12 0.99 0.11
H 3.08 -0.52 0.34
H -2.41 -1.83 0.72
H -3.01 -2.02 2.39
H -3.23 -0.45 1.56
H -1.67 -1.69 4.08
H -0.07 -0.87 3.96
H -1.60 0.10 4.05
H -2.02 2.22 2.32
H -1.21 3.41 1.27
H -2.05 2.01 0.53
H 0.63 1.77 3.38
H 1.83 1.79 2.03
H 0.76 3.21 2.32
```

no.,strongest force on any atom (eV Å⁻¹),molecular weight (Da)
1,9.9,438.36
2,2.4,462.14